(1)
{"formula": "C3H7O3S", "method": "ωB97M-V/def2-TZVPD", "symbols": ["C", "C", "C", "O", "O", "O", "S", "H", "H", "H", "H", "H", "H", "H"], "coordinates": [[-0.80330, -0.65507, 0.50911], [0.38870, -0.18938, -0.46840], [1.18270, 0.81917, 0.39310], [0.27791, 3.14420, 0.04668], [0.10776, 2.25518, 2.45742], [2.08504, 1.62212, -0.28181], [-0.16529, 2.04048, 1.03841], [-1.42009, -1.42244, 0.12634], [-0.24129, -1.06412, 1.42162], [-1.27682, 0.31264, 0.75440], [0.88672, -1.09635, -0.85763], [0.01555, 0.26724, -1.39281], [1.71077, 0.44290, 1.36269], [1.57042, 2.49503, -0.25620]], "mulliken_charge": [-0.9459, -0.4829, -0.1010, -0.7468, -0.6321, -0.5943, 0.4577, 0.3810, 0.2309, 0.2911, 0.2984, 0.2199, 0.2479, 0.3760], "de_lowest_kj_mol": 163.8, "charge": -1, "fmax_ev_per_a": 3.126, "lumo_ev": 4.03, "homo_lumo_gap_ha": 0.2749, "energy_ha": -742.4228}

(2)
{"formula": "C21H35N3O4", "method": "ωB97M-V/def2-TZVPD", "symbols": ["C", "C", "O", "C", "O", "O", "O", "C", "C", "C", "C", "C", "C", "H", "H", "H", "H", "H", "H", "H", "H", "H", "H", "H", "H", "H", "H", "C", "C", "C", "C", "N", "H", "H", "H", "H", "H", "H", "H", "C", "C", "C", "C", "N", "H", "H", "H", "H", "H", "H", "H", "C", "C", "C", "C", "N", "H", "H", "H", "H", "H", "H", "H"], "coordinates": [[-3.62385, -2.37701, 6.22465], [-2.75345, -3.40640, 5.75474], [-1.79400, -4.19035, 4.91835], [-0.41172, -3.73294, 5.12722], [0.58242, -4.63720, 4.90874], [0.01897, -2.39033, 5.54606], [-0.40091, -1.45744, 4.73936], [0.52306, -1.30138, 3.57420], [-0.32458, -1.77938, 2.25461], [-1.86320, -1.14336, 2.24629], [0.35151, -1.38968, 0.81307], [0.94178, -2.78976, 0.16741], [1.60331, -0.33418, 0.89229], [-4.39226, -1.48055, 6.40142], [1.51145, -1.89606, 3.77382], [0.77996, -0.13601, 3.55004], [-0.45001, -2.96019, 2.35087], [-2.33015, -1.47706, 1.21390], [-2.49080, -1.56169, 3.17147], [-1.72721, 0.03678, 2.30227], [-0.49953, -0.96126, 0.11021], [1.16257, -2.59676, -0.97811], [1.91600, -3.10459, 0.77523], [0.09699, -3.61126, 0.33862], [2.47094, -0.83927, 1.50038], [1.94377, -0.00110, -0.20036], [1.23320, 0.59646, 1.50289], [1.49786, -1.22066, -5.10683], [0.20736, -1.71945, -5.74929], [-0.99965, -1.62035, -4.81445], [-0.76064, -2.46805, -3.57564], [-0.56227, -3.17124, -2.54791], [1.77413, -1.82219, -4.23506], [2.32619, -1.28333, -5.81962], [1.39963, -0.17647, -4.78864], [0.34827, -2.76013, -6.06604], [0.00996, -1.13174, -6.65257], [-1.90057, -1.97635, -5.32525], [-1.16867, -0.58091, -4.51301], [-2.74380, 3.50291, -1.66514], [-3.26805, 2.40139, -2.58097], [-2.94691, 0.99682, -2.06650], [-1.44067, 0.81761, -1.96901], [-0.19110, 0.66900, -1.88807], [-1.65208, 3.47995, -1.58923], [-3.02092, 4.48675, -2.05678], [-3.16206, 3.40682, -0.65665], [-2.83949, 2.53827, -3.58137], [-4.35411, 2.50742, -2.67854], [-3.35496, 0.24425, -2.74945], [-3.39370, 0.83708, -1.07921], [3.56515, 4.21158, 2.15960], [3.42448, 3.02962, 1.20561], [3.24575, 3.45930, -0.25181], [1.98482, 4.29689, -0.38925], [0.93881, 4.99182, -0.50322], [2.66629, 4.83623, 2.16452], [3.71924, 3.85717, 3.18370], [4.42015, 4.83917, 1.88333], [2.56947, 2.41921, 1.52113], [4.31722, 2.39970, 1.28635], [3.16350, 2.57750, -0.89598], [4.10710, 4.04639, -0.58836]], "mulliken_charge": [-0.2045, -0.0678, -0.1722, 0.6354, -0.5128, -0.2083, -0.1464, -0.4768, 0.2487, -1.0403, 1.4311, -1.1267, -1.0366, 0.3533, 0.3028, 0.1433, 0.1933, 0.3372, 0.2013, 0.2498, -0.6329, 0.1171, 0.2979, 0.3548, 0.2788, 0.2675, 0.1367, -1.0811, -0.5520, -0.0331, 0.3096, -0.5587, 0.3094, 0.3452, 0.2743, 0.3033, 0.3310, 0.3358, 0.0040, -1.0900, -0.4461, -0.2704, 0.1112, -0.4576, 0.2928, 0.3440, 0.2882, 0.2871, 0.3407, 0.3105, 0.3546, -1.2977, 0.0094, -0.3646, 0.2157, -0.5224, 0.3606, 0.3634, 0.3202, -0.0775, 0.3966, 0.2739, 0.3460], "de_lowest_kj_mol": 1647.7, "smiles": "C#COC(=O)OOC[C@@H](C)C(C)C.CCCC#N.CCCC#N.CCCC#N", "fmax_ev_per_a": 10.388, "lumo_ev": -0.41, "homo_lumo_gap_ha": 0.3477, "energy_ha": -1285.8332}

(3)
{"formula": "C6H12Si", "method": "ωB97M-V/def2-TZVPD", "symbols": ["C", "C", "C", "C", "C", "C", "Si", "H", "H", "H", "H", "H", "H", "H", "H", "H", "H", "H", "H"], "coordinates": [[-0.85584, -2.64916, 1.57235], [-0.09434, -2.06269, 0.61319], [1.61746, -0.35403, 0.13998], [0.58782, -0.78767, 0.85914], [-1.34293, 1.70587, 0.20586], [0.42596, 1.54809, -2.18486], [-1.39041, 1.18229, -1.61667], [-1.18999, -3.60416, 1.61949], [-1.05303, -2.09195, 2.40647], [0.38709, -2.65644, -0.13779], [1.86532, 0.66615, 0.22528], [2.08058, -0.91967, -0.61116], [0.16248, -0.29731, 1.63922], [-0.18696, 1.92617, 0.53288], [-1.81534, 2.63498, 0.44506], [-1.67406, 0.99510, 0.89599], [0.92149, 0.58328, -2.22042], [0.53472, 2.07760, -3.08460], [1.01998, 2.10355, -1.29937]], "mulliken_charge": [-0.8631, -0.0694, -1.1081, -0.1236, -0.9298, -0.8221, 0.0604, 0.3346, 0.2583, 0.3095, 0.4685, 0.3363, 0.4654, 0.1676, 0.4276, 0.3127, 0.1531, 0.4264, 0.1958], "de_lowest_kj_mol": 407.5, "fmax_ev_per_a": 4.582, "lumo_ev": -0.17, "homo_lumo_gap_ha": 0.2815, "energy_ha": -525.1457}

(4)
{"formula": "C36H31F3NO6S3", "method": "ωB97M-V/def2-TZVPD", "symbols": ["C", "N", "C", "C", "C", "C", "C", "C", "C", "S", "C", "C", "C", "C", "C", "C", "O", "O", "S", "C", "C", "C", "C", "C", "C", "O", "O", "C", "C", "H", "H", "H", "H", "H", "H", "H", "H", "H", "H", "H", "H", "H", "H", "H", "H", "H", "H", "H", "H", "H", "F", "C", "F", "F", "C", "C", "C", "C", "C", "S", "C", "C", "C", "C", "C", "C", "O", "O", "C", "C", "H", "H", "H", "H", "H", "H", "H", "H", "H", "H"], "coordinates": [[-7.09887, -1.05507, 1.50518], [-6.07028, -0.06698, 1.25634], [-6.47200, 1.02818, 0.39690], [-4.72860, -0.37575, 1.43938], [-3.84675, -0.41582, 0.33482], [-2.50021, -0.64981, 0.52570], [-1.98021, -0.82700, 1.82750], [-0.56664, -1.01473, 2.08155], [0.43482, -0.20969, 1.65457], [2.10351, -0.62864, 2.11699], [2.35931, -2.24710, 1.40416], [2.19995, -3.38614, 2.19234], [2.42779, -4.64365, 1.63498], [2.81634, -4.75122, 0.29515], [2.95595, -3.60464, -0.49532], [2.71934, -2.34697, 0.05923], [3.02213, 0.23344, 1.40544], [2.15542, -0.74660, 3.55474], [0.07970, 1.27410, 0.68297], [1.39423, 2.44252, 1.05875], [2.20780, 2.91429, 0.03239], [3.21471, 3.83298, 0.32561], [3.38366, 4.28686, 1.63760], [2.54121, 3.82844, 2.65714], [1.53147, 2.91305, 2.36300], [0.23602, 0.90430, -0.71137], [-1.14184, 1.87891, 1.16185], [-2.87595, -0.86464, 2.91851], [-4.22772, -0.64784, 2.73821], [-6.66858, -1.91343, 2.03070], [-7.90464, -0.61946, 2.10830], [-7.54019, -1.39593, 0.55484], [-5.63685, 1.72706, 0.27931], [-6.79464, 0.66792, -0.59020], [-7.31807, 1.55059, 0.86074], [-4.23941, -0.28143, -0.67580], [-1.85023, -0.74495, -0.34410], [-0.27838, -1.85953, 2.70781], [1.89927, -3.28087, 3.23153], [2.29783, -5.52971, 2.25840], [3.00491, -5.73410, -0.13762], [3.24733, -3.67654, -1.54478], [2.81100, -1.44489, -0.54102], [2.06115, 2.54008, -0.97769], [3.86587, 4.17544, -0.48091], [4.17760, 4.99748, 1.87094], [2.66058, 4.17190, 3.68685], [0.85714, 2.55016, 3.13532], [-2.45465, -1.02483, 3.91400], [-4.90884, -0.61028, 3.59124], [5.55885, -3.07787, 9.37401], [5.24612, -2.00507, 8.58686], [5.93434, -0.93270, 9.07998], [5.75383, -2.26631, 7.33883], [3.76711, -1.75346, 8.53400], [3.28920, -0.45424, 8.34790], [1.92347, -0.22664, 8.30965], [0.97839, -1.29913, 8.43110], [-0.39622, -1.03804, 8.38120], [-1.54793, -2.32063, 8.44086], [-3.14442, -1.50036, 8.30857], [-3.80408, -1.07252, 9.46072], [-5.06645, -0.48625, 9.35361], [-5.67177, -0.35262, 8.09944], [-5.01371, -0.80444, 6.94997], [-3.75206, -1.39139, 7.05710], [-1.47097, -3.13934, 7.24841], [-1.59245, -2.95583, 9.74185], [1.52585, -2.61615, 8.59521], [2.88783, -2.83229, 8.63842], [3.98874, 0.37408, 8.24479], [1.52357, 0.78224, 8.18649], [-0.80011, -0.02900, 8.36830], [-3.33286, -1.19768, 10.43231], [-5.56694, -0.13155, 10.25581], [-6.65536, 0.10952, 8.01509], [-5.46942, -0.70237, 5.96334], [-3.24274, -1.76907, 6.17376], [0.88416, -3.49138, 8.69392], [3.26532, -3.84664, 8.75695]], "mulliken_charge": [-1.0181, 0.1545, -1.1432, 0.3202, -0.1587, -0.3460, -0.3293, 0.1102, -0.7267, 1.4186, 0.1604, -0.1133, -0.7784, -0.3166, -0.6234, -0.3966, -0.6308, -0.6136, 1.6133, -0.1976, -0.1792, -0.6128, -0.3546, -0.7198, -0.1486, -0.7153, -0.6323, -0.9844, -0.5963, 0.3500, 0.3008, 0.2835, 0.3396, 0.3619, 0.3358, 0.4120, 0.4231, 0.5685, 0.5312, 0.3836, 0.3588, 0.3668, 0.3976, 0.4051, 0.3612, 0.3657, 0.3802, 0.4487, 0.5755, 0.5698, -0.2850, 0.8982, -0.2880, -0.2608, 0.2945, -0.5926, -1.1017, 1.1578, -0.5318, 1.3408, -0.3260, -0.3076, -0.5448, -0.5061, -0.2608, -0.2559, -0.6407, -0.6692, -0.6090, -0.9169, 0.3550, 0.2900, 0.3303, 0.3975, 0.3408, 0.3606, 0.3145, 0.4106, 0.3032, 0.3418], "de_lowest_kj_mol": 0.0, "charge": -1, "fmax_ev_per_a": 1.823, "lumo_ev": 1.52, "homo_lumo_gap_ha": 0.1694, "energy_ha": -3390.7480}

(5)
{"formula": "C8H9BNO4", "method": "ωB97M-V/def2-TZVPD", "symbols": ["B", "C", "C", "C", "C", "C", "C", "C", "C", "N", "O", "O", "O", "O", "H", "H", "H", "H", "H", "H", "H", "H", "H"], "coordinates": [[-2.76082, 0.04985, -1.11190], [2.19163, 1.31216, 1.08873], [2.41309, 0.65407, -0.09702], [1.01035, 1.06258, 1.74274], [1.50815, -0.17556, -0.63243], [0.07732, 0.23172, 1.25184], [0.26976, -0.37355, 0.00686], [-3.20225, -1.90805, 0.89063], [-0.85912, -1.35083, -0.43845], [-2.14747, -0.91829, -0.26458], [-4.26959, -1.41172, 0.96919], [-2.54451, -2.79891, 1.34380], [-4.04261, 0.38657, -0.93421], [-2.10554, 0.65702, -2.18734], [2.94128, 2.07515, 1.47913], [3.48470, 0.77066, -0.52034], [1.04540, 1.34803, 2.75389], [1.86802, -0.80356, -1.37408], [-0.90189, 0.03266, 1.71516], [-0.59238, -1.73292, -1.46248], [-0.56930, -2.29719, 0.05480], [-4.39664, -0.14093, -0.17748], [-1.22774, 0.64330, -1.99631]], "mulliken_charge": [0.3980, -0.3461, -0.1136, -0.5596, -0.7382, -0.4269, 0.7728, 0.7109, -1.0145, 0.1035, -0.6841, -0.6312, -0.7060, -0.6528, 0.2781, 0.2062, 0.3545, 0.4105, 0.2814, 0.2400, 0.3667, 0.4534, 0.2973], "de_lowest_kj_mol": 0.0, "charge": -1, "fmax_ev_per_a": 4.476, "lumo_ev": 3.29, "homo_lumo_gap_ha": 0.2948, "energy_ha": -691.0094}